No. 1
97
Properties=species:S:1:pos:R:3:forces:R:3 method="wB97M-V/def2-TZVPD" homo_lumo_gap_ev=6.86 charge=+4 spin_multiplicity=1 homo_ev=-20.23
Ta -0.9373 -0.7214 -0.4492 -0.03 0.11 -0.12
C -3.8073 -2.1461 2.0133 -0.01 0.03 -0.01
C -2.4720 -2.4597 2.6850 0.00 -0.01 0.02
C -1.8856 -3.8020 2.2434 0.01 -0.02 0.02
C -1.4703 -1.3376 2.6457 0.05 0.02 -0.05
C -0.9572 -0.7439 3.7420 -0.01 0.02 0.01
C -0.0319 0.2569 3.3500 0.02 -0.03 0.04
C 0.6799 1.0420 4.4103 -0.01 0.00 0.02
C 1.6977 0.1053 5.0992 0.00 0.01 0.00
C 1.2695 2.3987 4.0764 0.02 0.00 0.00
N 0.0293 0.2708 2.0182 -0.07 0.00 -0.10
N -0.8722 -0.7157 1.5222 0.01 -0.08 0.05
B 0.9110 1.0577 0.9825 0.02 0.02 0.05
N 1.7495 0.0160 0.1253 -0.04 -0.02 0.06
N 1.0114 -0.6469 -0.8675 0.01 -0.04 0.00
C 1.8899 -1.0953 -1.8391 -0.06 0.06 0.06
C 3.1476 -0.8061 -1.4187 0.02 -0.03 -0.01
C 3.0491 -0.1203 -0.1770 0.01 0.05 -0.03
C 4.2558 0.2596 0.6280 0.01 -0.01 0.00
C 5.3101 0.9719 -0.2380 0.00 0.00 0.00
C 4.0331 0.9855 1.9445 -0.01 0.01 0.01
C 1.3698 -1.6745 -3.1186 0.03 -0.08 0.05
C 2.4306 -1.6240 -4.2205 0.00 -0.02 0.00
C 0.1159 -0.9157 -3.5420 0.03 0.13 -0.12
N -0.0105 1.8499 -0.0306 0.03 -0.11 -0.03
N -1.0878 1.2797 -0.7993 0.00 0.07 0.19
C -1.5149 2.2805 -1.6723 0.07 0.00 -0.02
C -0.7448 3.3828 -1.4694 -0.01 -0.04 0.02
C 0.1945 3.1006 -0.4679 -0.02 0.07 -0.08
C 1.2820 4.0837 -0.1266 0.04 -0.03 -0.03
C 1.4064 4.5295 1.3296 -0.02 0.00 0.01
C 2.6143 3.5853 -0.7026 -0.01 -0.02 0.03
C -2.6799 2.2749 -2.6221 -0.04 0.00 0.01
C -3.9600 2.6549 -1.8529 -0.01 -0.03 -0.02
C -2.7860 1.0782 -3.5657 0.03 0.01 -0.01
H -4.5631 -2.8418 2.3762 0.01 -0.01 0.00
H -3.7532 -2.2727 0.9324 0.00 -0.01 -0.02
H -4.1576 -1.1376 2.2372 0.00 -0.01 0.00
H -2.6751 -2.5486 3.7541 0.00 0.00 0.00
H -1.6849 -3.8299 1.1706 -0.02 0.02 0.00
H -2.5999 -4.5939 2.4672 0.00 0.00 0.00
H -0.9606 -4.0330 2.7713 0.00 0.00 0.00
H -1.2103 -0.9764 4.7645 -0.01 0.00 0.00
H -0.1205 1.2070 5.1410 0.00 0.00 -0.01
H 2.5097 -0.1686 4.4266 0.01 0.01 -0.01
H 1.2367 -0.8069 5.4760 0.00 0.00 0.00
H 2.1262 0.6355 5.9482 0.00 0.00 0.00
H 2.2044 2.3200 3.5258 0.00 0.00 -0.01
H 1.4937 2.9073 5.0133 0.00 0.00 0.00
H 0.5666 3.0223 3.5277 0.00 0.02 -0.02
H 1.6004 1.8229 1.5331 0.00 0.00 0.00
H 4.0671 -1.0223 -1.9362 -0.01 -0.02 0.00
H 4.6707 -0.7317 0.8663 0.00 0.00 0.00
H 4.9663 1.9542 -0.5593 0.01 -0.01 0.00
H 5.5967 0.3990 -1.1176 0.00 -0.01 0.00
H 6.2079 1.1123 0.3612 0.00 0.00 0.00
H 3.7711 2.0337 1.7937 0.00 -0.01 0.01
H 4.9642 0.9667 2.5088 0.00 0.00 0.00
H 3.2691 0.5053 2.5549 0.00 0.00 0.01
H 1.1254 -2.7265 -2.9397 -0.04 0.01 -0.06
H 2.7578 -0.6013 -4.4111 -0.01 0.01 0.00
H 2.0212 -2.0276 -5.1451 0.01 0.00 0.00
H 3.2987 -2.2274 -3.9587 0.01 0.01 0.00
H 0.3282 0.1445 -3.6837 0.00 0.04 0.04
H -0.7361 -0.9857 -2.8265 0.00 -0.07 0.00
H -0.2848 -1.2971 -4.4816 -0.04 -0.07 0.05
H -0.8344 4.3226 -1.9901 -0.01 0.00 0.00
H 0.9938 4.9661 -0.7002 0.00 0.00 0.00
H 1.9970 3.8365 1.9226 -0.01 -0.01 0.01
H 0.4349 4.6765 1.8014 0.00 0.00 0.01
H 1.9226 5.4883 1.3458 0.01 0.00 0.00
H 2.9436 2.6811 -0.1887 -0.01 0.04 -0.01
H 3.3746 4.3513 -0.5533 0.00 0.00 0.00
H 2.5489 3.3827 -1.7725 0.00 0.00 -0.01
H -2.4689 3.1264 -3.2720 -0.02 0.02 0.01
H -4.1374 2.0462 -0.9657 0.02 -0.03 0.02
H -4.8263 2.5833 -2.5093 0.00 0.00 0.00
H -3.8960 3.6838 -1.5014 0.00 0.01 -0.01
H -2.8252 0.1124 -3.0679 -0.01 -0.01 0.02
H -1.9482 1.0636 -4.2630 0.00 0.01 0.00
H -3.6950 1.1689 -4.1594 0.00 0.01 -0.01
N -4.2539 -2.9698 -1.8275 0.02 0.04 -0.02
C -4.9916 -1.8132 -1.6577 -0.04 -0.02 0.03
C -4.1246 -0.8603 -1.2461 0.05 -0.01 0.00
N -2.8502 -1.4204 -1.1760 -0.03 -0.03 0.01
C -2.9892 -2.7113 -1.5320 0.00 -0.01 0.00
C -1.7986 -3.5194 -1.4075 -0.02 0.00 -0.01
N -0.7348 -2.8670 -0.9341 0.06 -0.02 0.02
C 0.2703 -3.8087 -0.7873 0.01 0.05 0.01
C -0.2099 -5.0159 -1.1838 -0.02 -0.02 -0.01
N -1.5164 -4.8080 -1.5734 0.02 0.00 0.02
H -4.6421 -3.8573 -2.1280 0.00 0.00 0.00
H -6.0536 -1.7784 -1.8412 0.00 0.00 0.00
H -4.3192 0.1676 -1.0071 -0.01 0.03 -0.01
H 1.2464 -3.5605 -0.4064 0.00 0.00 0.00
H 0.2506 -5.9900 -1.2238 0.00 0.00 0.00
H -2.1327 -5.5343 -1.9205 0.00 0.00 -0.01

No. 2
94
Properties=species:S:1:pos:R:3:forces:R:3 method="wB97M-V/def2-TZVPD" homo_lumo_gap_ev=2.62 de_lowest_kj_mol=95.1 spin_multiplicity=1 homo_ev=-6.66
C 13.3940 -40.9359 14.4210 -2.28 0.24 -1.28
C 12.7398 -40.5129 12.9801 0.64 -2.14 3.23
C 11.6837 -41.5812 12.6191 -0.27 -3.13 -2.09
C 10.7229 -41.1036 11.3824 -1.79 -1.73 6.11
C 10.0324 -39.8114 12.0194 2.22 0.17 -4.05
C 10.9900 -38.5898 12.3429 -1.77 -4.88 -1.14
N 12.1123 -39.2348 13.1776 2.96 6.52 2.51
O 12.6944 -38.3820 13.9297 -2.40 -4.24 -2.89
C 10.1542 -37.7749 13.2087 5.26 4.29 -1.70
C 11.6306 -37.9737 11.1061 -0.18 0.29 0.42
C 13.8950 -40.4252 11.9616 -1.15 2.17 -1.86
H 13.7105 -41.9025 14.2154 0.54 -2.08 -0.36
H 12.6846 -41.0312 15.2704 0.23 0.69 -0.65
H 14.2834 -40.4219 14.6075 1.04 1.35 0.56
H 10.9661 -41.9202 13.3879 0.69 0.99 0.39
H 12.2733 -42.6586 12.4536 -1.20 2.96 -0.05
H 9.8091 -41.8361 11.2852 2.24 1.06 -0.28
H 11.3580 -41.0167 10.5702 0.39 0.70 -2.11
H 9.1944 -39.8752 12.6721 -0.01 -0.91 1.12
H 9.5702 -39.5287 11.0981 -0.83 1.14 -0.61
H 10.8949 -36.9459 13.3670 -1.00 -0.11 1.23
H 9.9272 -38.2953 14.0181 -1.56 -1.74 3.78
H 9.4549 -37.2683 12.6679 -2.58 0.65 -1.33
H 12.3287 -37.2548 11.4272 1.58 0.69 0.86
H 10.9531 -37.2033 10.6567 -0.10 -1.66 -0.45
H 12.2125 -38.7276 10.5369 -1.04 0.77 -0.34
H 14.7866 -39.7058 12.1239 -2.00 -0.91 -0.22
H 13.3847 -40.4319 10.9377 0.92 1.26 0.96
H 14.2530 -41.3755 11.8151 1.28 -2.54 0.74
B 10.0416 -40.7509 16.7466 0.88 -0.80 -0.45
H 9.8468 -40.8890 15.5241 0.50 -0.45 -0.27
H 9.9932 -41.8614 17.3842 0.43 0.76 -0.62
H 11.1002 -40.0461 16.8926 -0.90 -0.49 0.20
H 9.0038 -40.2554 16.9547 -0.99 1.16 0.84
N 10.6075 -39.2577 20.3467 -0.86 0.45 1.09
C 10.6567 -38.0305 20.9409 1.22 -2.08 5.45
C 10.8490 -38.2284 22.5228 -0.94 -3.47 -6.46
C 10.8021 -39.6742 22.6598 -1.17 2.19 -7.08
C 10.5607 -40.3170 21.2532 0.81 2.11 3.41
H 10.4975 -39.2123 19.3133 -0.07 -1.05 1.10
H 10.6850 -37.2050 20.2997 0.05 1.36 -0.44
H 10.9068 -37.5296 23.3070 0.13 0.88 0.42
H 10.8180 -40.1685 23.5424 0.04 -1.67 2.40
H 10.2212 -41.3560 21.0345 0.72 1.25 -0.08
N 7.7341 -43.5193 16.0340 -0.03 -0.27 -0.36
C 6.9721 -44.0632 17.0874 -1.67 -1.52 -3.84
C 6.0203 -45.0491 16.4808 1.60 0.88 -0.62
C 6.4201 -45.1577 15.0224 0.37 2.34 0.48
C 7.4727 -44.1049 14.7545 -6.23 -3.65 8.95
H 8.3579 -42.6891 16.2613 -0.66 -1.54 -0.76
H 7.1816 -43.6547 18.0745 -0.51 -0.33 -0.25
H 5.1020 -45.6221 16.9744 2.57 1.40 -1.01
H 5.8682 -45.7954 14.1622 1.55 1.62 2.39
H 7.9067 -44.0419 13.9000 3.20 1.25 -4.95
N 14.2968 -37.4644 19.0519 0.38 5.66 -4.33
C 15.3306 -36.5139 18.8658 -3.64 2.93 -1.08
C 14.7393 -35.3027 18.1866 -1.64 -4.94 0.51
C 13.3108 -35.7468 17.6893 5.49 -4.93 5.83
C 13.1595 -37.1339 18.3791 -0.41 3.94 -2.48
H 14.4818 -38.1873 19.5941 0.36 -4.30 2.72
H 16.2945 -36.6922 19.3333 -0.33 0.30 -0.04
H 15.2448 -34.3382 18.2216 -0.25 -0.35 -0.63
H 12.5602 -35.3400 17.1172 -1.22 1.22 -0.98
H 12.2289 -37.7496 18.2771 1.39 0.45 0.45
N 8.9038 -37.1752 17.4532 -0.52 1.15 1.87
C 8.0951 -36.6301 18.4991 2.73 4.29 -1.11
C 8.5808 -35.2930 18.8912 4.64 -5.62 -5.59
C 9.9430 -35.0671 18.0756 -6.28 -8.25 -0.31
C 10.0219 -36.2905 17.2307 -1.83 1.19 1.88
H 8.5984 -38.1177 16.9940 1.57 2.30 1.16
H 7.1226 -36.9731 18.7063 -0.78 -0.85 0.22
H 8.1540 -34.4774 19.2908 -1.80 2.12 2.03
H 10.3778 -34.1754 17.9666 2.12 2.93 -0.26
H 10.7458 -36.6857 16.5245 0.09 0.49 0.16
N 4.4930 -39.9236 16.9431 -1.08 0.04 -0.15
C 5.4487 -39.9557 17.8943 -1.73 4.01 4.26
C 4.9589 -39.0645 19.0063 -1.25 -2.01 -3.22
C 3.6199 -38.6578 18.6960 1.62 -3.25 -5.17
C 3.2428 -39.2242 17.3202 10.14 -0.03 8.07
H 4.7620 -40.3143 16.0227 -1.05 0.32 0.88
H 6.4348 -40.3872 18.0010 -0.21 -0.36 -1.15
H 5.4009 -38.7994 19.9497 0.47 -0.29 -0.02
H 3.0852 -38.0644 19.3447 -1.54 1.12 0.93
H 2.5575 -39.2069 16.6668 -5.27 0.43 -4.42
N 13.3824 -45.1702 17.4537 3.01 -0.97 0.28
C 14.6169 -45.8343 17.4579 2.24 4.44 -1.09
C 15.6641 -44.7765 17.2261 -5.04 -0.19 1.45
C 14.9070 -43.3952 17.2279 -2.23 -7.71 0.48
C 13.5349 -43.7528 17.3877 -2.19 -1.20 -1.16
H 12.6220 -45.8541 17.5061 -0.39 1.68 -0.01
H 14.6907 -46.9261 17.6020 -0.01 0.94 -0.21
H 16.7185 -44.9524 17.3366 0.13 0.15 -0.20
H 15.3560 -42.4920 17.2421 1.10 2.76 -0.14
H 12.4067 -43.3502 17.2466 3.31 0.21 0.56